Arrangement w

# C5H4N2O2

An isolated molecule of C5H4N2O2 (the ωB97M-V functional and the def2-TZVPD basis, the Open Molecules 2025 dataset).

XYZ file:
```
13
Properties=species:S:1:pos:R:3:mulliken_charge:R:1
C 0.0211 1.5328 -0.0729 -0.435
C 1.0539 0.6392 0.0608 0.057
C -1.3714 1.2041 -0.1905 0.504
C -2.3030 -1.0129 -0.0986 0.662
C 1.8790 -1.5209 -0.1367 -0.256
N -1.6712 -0.0649 -0.5301 -0.367
N 0.9329 -0.6781 0.0401 -0.336
O -2.9222 -1.8882 0.2658 -0.359
O -2.2283 1.9843 0.2763 -0.572
H 0.2651 2.6024 0.1586 0.300
H 1.9565 1.1432 0.5100 0.280
H 2.9097 -1.4277 -0.5503 0.287
H 1.4780 -2.5133 0.2675 0.233
```

As for the SMILES: C=N/C=C\C(=O)N=C=O. The total charge is 0.

***

Arrangement x

# C5H4N2O2

An isolated molecule of C5H4N2O2 (the ωB97M-V functional and the def2-TZVPD basis, the Open Molecules 2025 dataset).

XYZ file:
```
13
Properties=species:S:1:pos:R:3:mulliken_charge:R:1
C -1.7610 -0.1835 0.3987 -0.281
C -0.4302 -0.0132 0.2898 0.295
C 1.7482 -0.6964 -0.1757 -0.089
C 1.8593 0.6663 -0.4749 -0.568
C 0.5401 1.2655 -0.0965 0.488
H -2.0399 -1.1879 0.9983 0.266
H 0.2655 -2.0391 -0.2799 0.337
H 2.6369 -1.4405 -0.2720 0.314
H 2.8703 1.1389 -0.5788 0.351
N -2.7208 0.7727 -0.5098 0.090
N 0.4808 -1.0904 0.3780 -0.398
O -3.7975 0.2098 -0.1360 -0.267
O 0.3483 2.5976 0.4588 -0.537
```

As for the SMILES: O=N/C=C1/NC=CC1=O. The total charge is 0.

***

Most stable structure: arrangement w